No. 1
{"formula": "C20H32Br5NO3PbSi", "method": "the ωB97M-V functional and the def2-TZVPD basis", "elements": ["Pb", "Br", "C", "C", "Br", "C", "Br", "C", "O", "C", "O", "C", "Br", "C", "C", "N", "O", "H", "H", "H", "H", "H", "C", "C", "C", "C", "Si", "Br", "C", "C", "C", "C", "C", "C", "C", "C", "H", "H", "H", "H", "H", "H", "H", "H", "H", "H", "H", "H", "H", "H", "H", "H", "H", "H", "H", "H", "H", "H", "H", "H", "H", "H", "H"], "coordinates": [[-0.60035, 2.92186, 1.76144], [3.02192, 8.47569, -1.41436], [2.63712, 6.83575, -0.66076], [3.77369, 6.01362, -0.13511], [5.49786, 6.64035, -0.37827], [3.57099, 4.83710, 0.50123], [4.91227, 3.76390, 1.20936], [2.21338, 4.35895, 0.66910], [1.90020, 3.33987, 1.25306], [1.05948, 5.15733, 0.02767], [-0.05866, 4.65922, 0.10657], [1.34544, 6.41649, -0.59978], [-0.11134, 7.36576, -1.26706], [-2.70734, 2.43764, -1.65478], [-3.30703, 2.91578, -0.37305], [-4.60886, 3.13454, -0.31922], [-2.60429, 3.11192, 0.64844], [-3.42746, 2.39807, -2.46789], [-2.28701, 1.44506, -1.49041], [-1.88840, 3.10396, -1.92541], [-5.19652, 3.01578, -1.12731], [-5.02235, 3.47319, 0.53676], [-2.65156, -1.96984, -0.72324], [-1.21842, -2.21918, -1.20968], [-1.10388, -3.68782, -1.69076], [-0.95665, -1.29210, -2.40991], [0.04850, -2.07290, 0.19268], [0.07794, 0.73748, 0.29054], [1.88096, -2.26731, -0.22729], [2.83805, -1.42453, 0.62754], [2.16491, -3.76929, 0.03425], [2.17776, -1.95645, -1.70003], [-0.52513, -2.37958, 1.97043], [-1.69822, -1.50517, 2.43485], [-0.97843, -3.86228, 1.97407], [0.60832, -2.21008, 2.99026], [-3.32844, -2.10640, -1.57006], [-2.78372, -0.95211, -0.34833], [-2.96698, -2.66695, 0.05144], [-1.83539, -3.84557, -2.48754], [-1.32460, -4.41154, -0.90386], [-0.12206, -3.91687, -2.10495], [-1.84771, -1.30304, -3.04257], [-0.12539, -1.62735, -3.02430], [-0.76715, -0.25949, -2.12128], [2.79833, -1.66578, 1.68634], [2.66505, -0.35621, 0.50721], [3.85485, -1.63431, 0.28594], [2.05873, -4.04166, 1.08436], [3.20044, -3.97290, -0.24993], [1.53373, -4.43346, -0.56018], [1.93408, -0.92546, -1.96095], [1.66033, -2.62423, -2.38731], [3.24862, -2.09460, -1.86661], [-2.61999, -1.69497, 1.89126], [-1.46689, -0.44285, 2.36331], [-1.88940, -1.73498, 3.48589], [-1.83386, -4.04391, 1.32320], [-1.28297, -4.12393, 2.99057], [-0.17857, -4.55022, 1.69232], [0.97948, -1.18414, 3.02130], [1.44868, -2.87836, 2.81058], [0.21391, -2.45152, 3.98020]], "forces_ev_per_a": [[-0.025, 0.061, 0.049], [0.000, 0.009, -0.015], [-0.071, 0.003, -0.001], [0.022, -0.027, 0.000], [0.006, -0.003, 0.009], [-0.055, 0.064, 0.030], [0.042, -0.015, 0.008], [0.025, -0.111, -0.157], [0.001, 0.116, 0.143], [-0.096, -0.045, 0.006], [0.025, 0.030, 0.098], [0.103, -0.024, -0.027], [-0.013, 0.025, -0.015], [0.007, 0.018, -0.004], [0.040, 0.025, -0.060], [0.024, 0.029, 0.015], [-0.049, -0.030, 0.080], [-0.004, -0.002, 0.002], [-0.003, 0.000, -0.006], [0.002, -0.001, -0.001], [-0.007, -0.006, 0.005], [-0.018, -0.011, -0.004], [0.001, -0.005, 0.005], [0.112, -0.162, 0.063], [-0.096, 0.021, -0.020], [0.008, -0.062, -0.045], [0.000, 0.982, 0.077], [0.055, -0.465, -0.223], [-0.114, -0.177, 0.038], [0.032, -0.040, 0.027], [0.068, 0.032, -0.047], [0.000, -0.025, -0.005], [0.017, -0.201, -0.131], [-0.049, -0.073, 0.008], [0.008, 0.021, 0.093], [-0.006, -0.007, -0.001], [-0.009, 0.003, -0.001], [-0.002, 0.002, 0.007], [0.013, 0.003, 0.004], [0.000, -0.013, -0.002], [-0.001, -0.002, 0.007], [0.005, 0.009, -0.008], [0.012, -0.024, -0.028], [0.025, 0.014, 0.028], [-0.028, 0.020, -0.004], [-0.022, 0.014, -0.008], [0.017, 0.009, -0.010], [0.008, -0.009, 0.015], [0.007, 0.006, 0.008], [0.001, -0.016, 0.001], [-0.008, 0.001, -0.006], [-0.002, 0.006, 0.000], [-0.019, 0.005, 0.006], [0.002, -0.006, -0.008], [0.020, 0.023, -0.022], [0.003, 0.014, 0.031], [-0.019, -0.003, 0.002], [-0.009, 0.010, 0.005], [-0.001, -0.019, -0.002], [0.008, 0.002, -0.006], [0.007, 0.001, -0.003], [-0.001, 0.003, -0.013], [0.005, 0.002, 0.009]], "nbo_charge": [1.500, 0.289, -0.109, -0.096, 0.272, -0.257, 0.213, 0.477, -0.526, 0.444, -0.580, -0.176, 0.189, -0.716, 0.733, -0.732, -0.788, 0.242, 0.258, 0.258, 0.425, 0.428, -0.607, -0.680, -0.620, -0.612, 2.306, -0.517, -0.681, -0.611, -0.621, -0.609, -0.682, -0.603, -0.620, -0.608, 0.227, 0.207, 0.219, 0.240, 0.225, 0.222, 0.223, 0.231, 0.210, 0.223, 0.218, 0.226, 0.221, 0.242, 0.224, 0.218, 0.216, 0.230, 0.224, 0.197, 0.227, 0.220, 0.241, 0.227, 0.214, 0.220, 0.228], "homo_energy_ev": -14.381, "fmax_ev_per_a": 0.99, "charge": 2, "orbital_gap_ev": 6.24, "de_lowest_kj_mol": 0.00}

No. 2
{"formula": "C20H32ClIN2O4PS", "method": "the ωB97M-V functional and the def2-TZVPD basis", "elements": ["C", "C", "C", "C", "C", "C", "O", "C", "O", "C", "C", "C", "C", "C", "C", "N", "N", "C", "C", "O", "I", "C", "P", "O", "Cl", "C", "C", "S", "C", "C", "H", "H", "H", "H", "H", "H", "H", "H", "H", "H", "H", "H", "H", "H", "H", "H", "H", "H", "H", "H", "H", "H", "H", "H", "H", "H", "H", "H", "H", "H", "H", "H"], "coordinates": [[5.83350, 2.02042, 1.76026], [5.54481, 1.86885, 0.14583], [5.92205, 0.30043, -0.25499], [4.49956, -0.51793, -0.30843], [3.71393, -0.12094, -1.69566], [2.11859, -0.59457, -1.56303], [1.86760, -1.49743, -2.69656], [0.68284, -2.37543, -2.42906], [0.83889, -3.66268, -2.84685], [-0.70091, -1.81085, -1.74467], [-1.21594, -0.31911, -2.20217], [-2.61256, 0.31228, -1.53041], [-3.02649, 1.80714, -2.11293], [-2.13660, 3.03786, -1.44549], [-3.07738, 4.38153, -1.19162], [-2.81197, 5.03210, 0.14939], [-3.43137, -0.44459, -0.46310], [-4.67915, 0.16727, 0.17293], [-4.39425, 0.97383, 1.57290], [-5.45497, 1.12746, 2.40907], [-2.48232, 1.78417, 2.25689], [-2.98462, -1.84292, -0.02920], [-3.96016, -2.92456, 1.26466], [-4.19202, -2.00936, 2.76270], [-5.88883, -3.46044, 0.43592], [-1.62590, -2.60326, -0.63993], [-1.23652, -4.12541, -0.14297], [-0.62281, -4.23957, 1.62299], [0.11591, -2.61856, 2.20062], [0.48694, -2.82518, 3.81234], [5.18272, 2.88194, 2.24458], [6.97538, 2.29245, 1.93164], [5.58189, 1.00655, 2.32991], [6.26035, 2.56894, -0.49885], [4.39976, 2.10848, -0.06896], [6.62973, -0.19659, 0.55227], [6.45484, 0.27425, -1.29709], [4.65427, -1.68816, -0.32968], [3.80054, -0.20631, 0.58623], [4.19808, -0.76872, -2.57324], [3.81561, 1.00574, -2.01400], [1.50140, 0.42443, -1.61848], [1.96136, -1.06863, -0.50473], [-0.60473, 0.28471, -3.01745], [-4.17571, 2.02269, -2.10933], [-2.70666, 1.78651, -3.26321], [-1.32888, 3.37759, -2.25641], [-1.52141, 2.70579, -0.50696], [-2.80368, 5.19437, -2.02150], [-4.23761, 4.16501, -1.35017], [-2.40644, 5.98235, -0.06112], [-2.07645, 4.47555, 0.63905], [-5.51495, -0.64612, 0.42545], [-5.23228, 0.94116, -0.54552], [-3.32912, -1.47570, 2.82432], [-2.24691, -4.75498, -0.21507], [-0.46377, -4.67926, -0.82550], [-0.68817, -1.75042, 2.13452], [1.11648, -2.33240, 1.64374], [-0.51510, -3.03424, 4.40910], [1.13923, -3.81585, 3.88098], [1.09043, -1.90167, 4.20600]], "forces_ev_per_a": [[0.064, 0.430, 0.053], [0.818, -0.645, 0.460], [-0.951, 0.153, 0.205], [0.089, 0.349, -0.967], [0.001, -1.325, -0.309], [1.645, 2.489, 0.549], [-4.307, -1.496, 2.519], [2.540, -6.000, -2.754], [-1.805, 8.827, 3.110], [-2.966, 2.910, 1.003], [-1.889, -2.891, 3.039], [1.352, -1.626, -0.160], [0.862, -0.608, -0.745], [0.152, 0.663, -0.976], [0.120, 0.479, -1.000], [1.055, -0.040, -1.262], [3.738, -1.025, -2.509], [-1.102, 0.638, 0.330], [-6.911, 0.286, 4.535], [7.370, -1.053, -6.059], [-1.135, -0.807, -0.628], [2.183, 1.538, -2.575], [0.329, -1.024, 1.604], [1.666, 0.288, -3.272], [1.214, 1.441, 0.539], [-0.674, 2.626, -0.974], [-1.091, 0.366, -1.261], [-0.048, 0.818, -0.024], [0.453, 1.335, 0.891], [-0.319, -1.125, -0.825], [1.385, -1.760, -1.022], [-2.456, -0.713, -0.283], [0.544, 2.189, -1.277], [-1.794, -1.257, 1.579], [2.548, -0.542, 0.268], [-1.410, 1.216, -1.686], [-1.079, -0.136, 1.949], [-0.355, 2.370, 0.220], [1.563, -0.659, -1.497], [-1.135, 1.446, 1.861], [-0.312, -2.215, 0.896], [0.879, -2.393, -0.010], [0.137, 0.523, -2.164], [-1.632, -1.290, 1.950], [2.229, -0.556, 0.321], [-0.853, -0.268, 2.551], [-1.711, -0.981, 1.791], [-1.512, 0.604, -1.664], [-0.664, -1.995, 1.569], [2.462, 0.168, 0.535], [-0.532, -1.485, 0.656], [-0.847, 0.875, -0.506], [2.166, 1.557, -0.508], [1.599, -1.696, 1.426], [-1.636, -0.850, 0.216], [2.199, 1.375, 0.394], [-1.461, 1.681, 0.946], [1.769, -1.671, -0.105], [-2.183, -0.568, 0.930], [2.210, 0.670, -1.149], [-1.252, 2.251, 0.021], [-1.324, -1.859, -0.747]], "nbo_charge": [-0.639, -0.419, -0.418, -0.416, -0.432, -0.105, -0.498, 0.731, -0.486, -0.046, -0.191, 0.332, -0.484, -0.439, -0.225, -0.834, -0.391, -0.360, 0.350, -0.479, 0.182, -0.113, 1.123, -0.930, -0.266, 0.070, -0.607, 0.219, -0.542, -0.635, 0.215, 0.226, 0.208, 0.224, 0.195, 0.225, 0.218, 0.224, 0.194, 0.238, 0.224, 0.179, 0.194, 0.292, 0.253, 0.264, 0.233, 0.227, 0.204, 0.188, 0.374, 0.352, 0.312, 0.292, 0.495, 0.277, 0.296, 0.197, 0.224, 0.230, 0.235, 0.240], "homo_energy_ev": -11.681, "fmax_ev_per_a": 9.60, "charge": 1, "smiles": "CCCCCCOC(=O)c1cc(CCCN)[n+](CC(=O)I)c(P(O)Cl)c1CSCC", "orbital_gap_ev": 5.93}